(1)
Entry from the Open Molecules 2025 dataset: a cluster of 6 separate species, C20H43BClN2O16 in total (the ωB97M-V functional and the def2-TZVPD basis).

Structure (XYZ):
```
83
Properties=species:S:1:pos:R:3:forces:R:3:mulliken_charge:R:1
C -1.854043 -3.223438 -2.033249 -0.167 -0.297 -0.131 -0.82
N -2.351631 -3.491061 -0.707715 0.547 0.548 0.244 -0.02
C -3.244429 -2.439971 -0.278851 -0.212 -0.183 -0.171 -1.01
B -1.331391 -4.029404 0.287782 -0.282 -0.023 -0.188 0.52
O -0.899973 -5.342773 -0.137086 -0.462 -0.019 -0.141 -0.82
N -0.875099 -3.444381 1.438642 0.235 -0.176 -0.173 -0.45
C -0.751110 -2.033077 1.608919 -0.130 -0.297 0.054 0.25
C 0.721584 -1.588303 1.461699 0.114 0.316 0.113 -0.78
C 1.035544 -1.257818 0.021354 -0.084 -0.266 -0.100 -0.02
Cl 2.602127 -0.366356 -0.177660 0.032 -0.023 0.008 -0.29
H -1.246431 -4.060721 -2.381031 0.053 0.030 0.034 0.28
H -2.676808 -3.093245 -2.753575 -0.018 -0.002 0.008 0.32
H -1.240954 -2.299877 -2.086350 -0.005 -0.005 -0.011 0.09
H -2.878874 -1.422505 -0.499910 0.009 0.029 0.047 0.19
H -3.435310 -2.514719 0.791004 0.087 0.023 0.020 0.39
H -4.212146 -2.537356 -0.795592 0.000 0.063 -0.046 0.25
H -0.922389 -5.926750 0.621098 0.383 0.003 0.221 0.25
H -1.330730 -1.440673 0.875304 0.024 0.150 0.174 -0.16
H -1.091505 -1.701204 2.604217 -0.020 -0.008 0.002 0.00
H 1.362549 -2.405642 1.792396 -0.026 -0.018 0.087 0.29
H 0.946350 -0.710112 2.080461 -0.097 0.066 -0.062 0.28
H 1.127222 -2.159731 -0.579053 -0.032 -0.001 -0.013 0.26
H 0.268478 -0.623504 -0.418526 0.049 0.100 0.019 0.03
C 3.995804 6.338526 -2.345812 0.022 0.058 -0.022 -0.57
O 3.211478 5.397069 -3.081638 -0.012 -0.031 0.007 -0.34
C 2.992962 4.243869 -2.433085 0.030 0.011 0.009 0.76
O 3.402396 3.980198 -1.333308 -0.018 0.003 -0.031 -0.55
O 2.260203 3.461262 -3.214321 -0.008 0.012 -0.016 -0.34
C 1.941820 2.173562 -2.654581 -0.015 0.002 -0.002 -0.63
H 4.091864 7.209517 -2.987400 -0.002 -0.003 0.006 0.16
H 3.501524 6.611954 -1.415214 0.001 -0.031 0.007 0.36
H 4.978560 5.927471 -2.119298 -0.009 -0.003 0.022 0.27
H 1.369452 2.284840 -1.736343 0.027 0.013 0.012 0.31
H 2.844502 1.607869 -2.440409 0.012 0.030 0.008 0.30
H 1.350640 1.675557 -3.416498 0.000 -0.028 0.022 0.27
C 0.160510 0.099706 5.256729 0.110 -0.016 -0.020 -0.68
O -0.633999 0.765686 6.252685 -0.021 -0.012 0.021 -0.33
C -1.936156 0.804977 5.990085 -0.015 0.022 -0.019 0.78
O -2.484290 0.362554 5.017564 0.021 0.014 0.030 -0.54
O -2.548594 1.435285 7.004238 0.010 -0.021 -0.025 -0.34
C -3.964480 1.544027 6.839887 0.014 0.006 0.016 -0.62
H 1.181465 0.174267 5.618632 0.000 -0.015 -0.018 0.29
H -0.130263 -0.944168 5.158401 -0.068 0.023 -0.019 0.34
H 0.068035 0.592686 4.291370 -0.072 -0.008 0.006 0.30
H -4.419506 0.557332 6.771399 0.001 0.001 -0.005 0.29
H -4.204146 2.107233 5.939459 0.001 -0.005 -0.002 0.29
H -4.320003 2.067465 7.722712 -0.004 -0.002 -0.004 0.21
C 7.119309 7.437215 -4.191689 -0.026 -0.008 0.013 -0.68
O 6.707395 8.315825 -3.135994 -0.005 -0.002 -0.007 -0.22
C 7.637420 9.185194 -2.746971 0.026 0.001 -0.002 0.75
O 8.747679 9.283834 -3.202676 -0.038 -0.001 0.013 -0.55
O 7.129553 9.930410 -1.765197 0.007 -0.012 -0.020 -0.31
C 8.032367 10.911067 -1.243041 -0.018 -0.007 0.005 -0.63
H 6.263286 6.799087 -4.387966 0.006 -0.001 -0.004 0.19
H 7.381305 8.008738 -5.079894 0.013 -0.001 0.005 0.33
H 7.973662 6.841235 -3.877112 0.006 0.009 -0.006 0.33
H 8.332166 11.607253 -2.024223 0.004 -0.004 0.001 0.29
H 8.917540 10.431550 -0.829359 0.001 0.002 -0.005 0.29
H 7.479438 11.426477 -0.464185 0.006 0.002 -0.001 0.21
C -3.087954 0.716445 -3.132280 0.074 -0.064 -0.002 -0.63
O -4.321737 0.601606 -2.414594 -0.031 0.030 0.021 -0.26
C -5.409907 0.690961 -3.164607 -0.017 -0.019 -0.035 0.78
O -5.444990 0.869032 -4.357315 0.010 -0.001 0.037 -0.56
O -6.479497 0.554570 -2.375341 0.028 0.015 -0.009 -0.31
C -7.728527 0.613843 -3.064141 0.001 -0.008 0.016 -0.64
H -2.303939 0.603649 -2.390127 -0.040 0.005 0.037 0.12
H -3.005632 -0.074647 -3.875138 -0.027 0.011 -0.010 0.32
H -3.024992 1.688030 -3.619820 0.004 -0.007 -0.012 0.36
H -7.797428 -0.183887 -3.802005 0.003 0.004 -0.002 0.29
H -7.847075 1.574074 -3.564190 0.003 -0.004 -0.003 0.29
H -8.487544 0.487508 -2.297965 -0.001 0.000 -0.007 0.21
C -1.110254 -10.125146 4.592412 -0.007 -0.026 -0.012 -0.62
O -1.385190 -10.854165 3.390017 0.003 0.018 -0.007 -0.34
C -1.437471 -10.082664 2.298731 -0.016 0.021 -0.100 0.81
O -1.277740 -8.893361 2.271943 0.017 -0.015 0.088 -0.52
O -1.697441 -10.855825 1.243181 0.007 0.020 0.026 -0.32
C -1.777262 -10.125624 0.007475 -0.004 -0.019 0.001 -0.60
H -1.097492 -10.867990 5.384348 0.001 0.006 0.002 0.20
H -0.147765 -9.622007 4.521936 -0.003 0.004 -0.001 0.30
H -1.885153 -9.382876 4.774226 0.004 0.003 -0.002 0.30
H -0.835486 -9.621691 -0.198988 -0.005 0.006 0.003 0.29
H -2.571085 -9.383207 0.053810 0.008 0.005 0.001 0.30
H -1.990369 -10.870639 -0.752791 0.001 0.005 -0.001 0.19
```
Forces are in eV/Å.

Properties
F_max: 0.8 eV/A
charge: -1
HOMO: -3.281 eV
gap between HOMO and LUMO: 5.1 eV

---

(2)
Entry from the Open Molecules 2025 dataset: a structure of composition C4H4MgO6 (the ωB97M-V functional and the def2-TZVPD basis).

Structure (XYZ):
```
15
Properties=species:S:1:pos:R:3:forces:R:3:mulliken_spin:R:1
O 0.017921 0.911657 -2.251013 1.147 1.356 0.449 -0.01
C 0.840013 0.464423 -1.419933 -2.026 -4.002 -1.312 0.00
C 0.394002 0.061208 -0.044745 2.610 -0.083 -2.756 0.01
O 1.064349 -1.092968 0.387730 1.485 1.204 -0.893 0.01
H 1.160437 0.968938 0.224935 -2.436 -0.547 1.605 -0.01
H 1.755687 -0.012220 -1.807906 0.479 1.011 0.253 0.01
H -0.663630 -0.231301 -0.165711 0.043 1.445 1.278 0.01
C 0.409773 -1.941520 1.196102 -1.505 -1.478 0.816 0.00
O -0.674253 -2.413006 0.991400 0.687 0.983 -0.125 0.00
O 1.144717 -2.239589 2.250045 0.307 -0.436 0.200 0.00
H 2.056826 -1.934520 2.144647 -0.121 0.147 0.075 0.00
O -2.552538 1.781783 -0.758743 -0.437 0.768 -1.600 -0.02
C -2.282195 1.838305 0.462385 2.848 -0.904 1.833 0.71
O -1.245088 1.646551 1.081972 -2.586 1.218 -0.809 0.11
Mg -1.426020 2.192260 -2.291165 -0.496 -0.682 0.984 0.19
```
Forces are in eV/Å.

Properties
F_max: 4.7 eV/A
charge: +1
HOMO (spin up / spin down): -11.425 / -14.329 eV
energy relative to the best compared isomer or geometry (same formula, charge and spin): 33.7 kcal/mol
gap between HOMO and LUMO (spin up / spin down): 5.2 / 7.8 eV
spin multiplicity: 2